Record 1
Formula: C21H27O2RhSi
Source: OMol25
Level of theory: ωB97M-V/def2-TZVPD

Each line ends with the Mulliken spin population.
Element x y z (Å)
Rh -0.18 0.30 0.65  1.762
Si -1.14 1.79 4.12  0.072
O 1.08 -1.22 -2.73  -0.001
O -0.63 1.15 2.57  0.100
C -0.65 2.55 0.16  0.133
C -1.72 0.55 5.38  0.015
C 0.37 2.63 4.80  0.013
C -0.18 2.56 1.51  0.285
C 1.58 1.82 0.23  0.027
C -0.40 -1.78 1.83  -0.149
C 1.44 -2.01 -5.10  0.000
C 1.12 -3.34 -4.74  0.000
C -1.31 -1.74 0.74  0.355
C 0.47 2.15 -0.62  0.237
C 1.23 2.01 1.57  0.290
C 1.48 -2.69 -7.43  0.000
C 1.16 -4.00 -7.07  0.000
C 0.98 -4.31 -5.72  0.000
C -2.27 -0.71 0.92  -0.107
C -0.79 -0.91 2.81  0.426
C 1.59 -0.96 -4.14  0.001
C -2.57 3.00 3.99  -0.004
C -2.04 -0.11 2.21  0.477
C 2.58 -1.14 -2.91  0.003
C 1.61 -1.71 -6.48  0.000
H 2.54 1.47 -0.08  0.018
H -1.59 2.87 -0.14  -0.003
H 1.06 -4.77 -7.83  0.000
H 0.08 3.04 5.79  0.002
H -3.49 2.52 3.65  0.001
H -0.29 -0.49 3.67  -0.014
H 1.61 -2.44 -8.48  0.000
H 3.01 -0.25 -2.51  0.000
H -1.99 1.14 6.28  0.002
H -0.94 -0.15 5.68  0.002
H -0.80 2.81 2.40  -0.030
H 0.70 3.45 4.17  0.002
H 1.84 -0.69 -6.74  0.000
H -2.36 3.87 3.37  0.000
H -2.53 0.73 2.65  -0.003
H 3.08 -2.08 -2.86  0.000
H -3.09 -0.45 0.33  -0.002
H 1.74 1.82 2.46  -0.004
H 1.18 1.91 4.94  0.002
H 0.48 2.08 -1.69  0.035
H -2.75 3.37 5.03  0.001
H 1.45 0.06 -4.44  -0.001
H -1.26 -2.39 -0.11  0.043
H 0.73 -5.33 -5.43  0.000
H -2.61 0.02 5.04  0.002
H 0.43 -2.41 1.97  0.009
H 0.95 -3.57 -3.70  0.000

The total charge is 0. For the frontier orbital gap (alpha / beta), the calculation gives 5.97 / 6.50 eV. Its spin multiplicity is 5. As for the largest force on an atom: 0.1098 hartree/bohr.


Record 2
Formula: C21H28AsBrIN3O3PdS2
Source: OMol25
Level of theory: ωB97M-V/def2-TZVPD

Each line ends with the Mulliken charge.
Element x y z (Å)
I 0.77 -0.24 -1.54  0.105
Pd -1.59 1.67 0.16  0.803
Br 3.62 1.87 -1.63  -0.195
As 1.00 2.97 1.76  0.894
S 0.16 -3.06 1.41  0.335
S -2.03 2.74 -1.80  -0.288
O -0.38 -1.72 0.92  -0.223
O -1.35 0.76 1.98  -0.685
O -0.13 2.96 0.49  -0.654
N -3.72 0.63 -1.43  -0.965
N -4.10 1.92 -3.25  -0.288
N -3.06 0.48 -0.37  0.833
C -3.34 1.76 -2.19  0.707
C -2.84 -1.08 1.50  0.700
C 0.04 -4.24 0.03  -0.767
C -3.32 -2.35 2.04  -1.057
C 0.78 0.61 -4.42  -0.415
C 1.39 -4.24 -0.68  -0.373
C 1.47 0.78 -3.22  0.229
C 2.27 4.31 1.29  -0.943
C -3.41 -0.66 0.35  -0.626
C -1.42 -0.91 3.58  -0.403
C 0.15 3.44 3.40  -1.042
C 2.43 -4.11 0.42  -0.768
C -2.89 -2.82 3.21  -0.666
C 2.58 1.61 -3.20  0.312
C 1.19 1.26 -5.57  -0.686
C -1.93 -2.07 4.01  -0.562
C 1.87 1.27 1.94  -0.471
C 3.00 2.26 -4.35  -0.447
C 1.97 -2.95 1.30  -0.332
C 2.30 2.09 -5.53  -0.581
C -1.80 -0.35 2.29  1.161
H 0.65 1.11 -6.49  0.400
H -3.95 2.69 -3.89  0.234
H -3.27 -3.75 3.60  0.486
H 1.51 -5.15 -1.26  0.402
H 1.11 0.50 2.04  -0.136
H 2.14 -1.99 0.82  -0.006
H -4.86 1.27 -3.43  0.265
H -0.34 4.41 3.28  0.378
H 1.45 -3.40 -1.37  0.073
H -0.59 2.68 3.65  0.265
H 0.89 3.50 4.19  0.404
H 2.63 2.60 -6.42  0.395
H -0.81 -3.91 -0.57  0.330
H 3.87 2.90 -4.31  0.419
H 2.73 4.02 0.34  0.243
H -0.71 -0.34 4.15  0.469
H 2.48 -5.03 1.01  0.323
H -1.63 -2.47 4.97  0.456
H 1.74 5.25 1.17  0.381
H -0.19 -5.21 0.48  0.479
H 2.39 -2.94 2.30  0.443
H 3.43 -3.92 0.03  0.377
H -4.20 -1.24 -0.12  0.408
H 2.51 1.30 2.82  0.558
H 2.46 1.09 1.04  0.046
H -4.06 -2.89 1.46  0.431
H -0.08 -0.05 -4.45  0.438
H 3.02 4.39 2.07  0.396

The total charge is +2. For the frontier orbital gap (alpha / beta), the calculation gives 4.90 / 4.90 eV. Its spin multiplicity is 1. The energy above the lowest of the compared OMol25 structures with the same formula, charge and spin is 0.0 kcal per mole. As for the largest force on an atom: 0.0021 hartree/bohr.